Arrangement a

A structure of composition C7H10N2O2. Source: OMol25; level of theory: ωB97M-V with the def2-TZVPD basis set.

Its net charge is 0. As for the molecular weight: 154.169 g mol⁻¹. The LUMO energy is 0.6 eV. The gap between HOMO and LUMO is 10.02 eV.

Element x y z (Å)
C  1.3865  -0.7420  -1.2123
C  1.1685  -0.2786  1.3885
C  -0.5198  0.4651  -0.4596
C  0.3352  1.6361  0.2029
C  0.2867  -0.8126  -0.2794
C  -1.8803  0.3564  0.1446
C  -0.3578  -2.1143  -0.3442
N  2.2884  -0.5693  -1.9169
N  0.9963  1.0345  1.2937
O  1.4605  -1.0714  2.2028
O  1.1888  2.2072  -0.6314
H  -0.7435  0.7666  -1.4476
H  -0.2850  2.3683  0.6867
H  -2.4910  1.2998  0.0562
H  -1.8963  0.1830  1.2181
H  -2.3956  -0.3203  -0.5437
H  0.2172  -3.0634  -0.0709
H  -0.7260  -2.1844  -1.3836
H  -1.2176  -2.4316  0.2328
H  1.3375  1.6973  1.9148
H  1.8471  1.5735  -1.0513

=====

Arrangement b

An isolated molecule of C7H10N2O2. Source: OMol25; level of theory: ωB97M-V with the def2-TZVPD basis set.

Its net charge is 0. As for the molecular weight: 154.169 g mol⁻¹. The LUMO energy is 0.3 eV. The gap between HOMO and LUMO is 9.57 eV.

Element x y z (Å)
C  1.7252  0.5146  -0.1509
C  0.0095  0.3387  0.1951
C  -0.6689  -0.3173  -0.7892
C  -0.5268  -0.2180  -2.3248
C  -0.3103  -1.4748  -1.6995
N  -0.3054  1.4752  0.8022
C  -0.5744  1.3375  2.0370
O  -1.3141  1.9254  2.9298
N  -0.4485  -0.1943  2.4308
C  0.1567  -0.7266  1.4264
O  0.6613  -2.1007  1.4371
H  2.0435  -0.3791  -0.4673
H  1.6742  1.2333  -0.7623
H  2.2090  0.8119  0.6950
H  -1.8451  -0.1514  -0.6154
H  -1.2507  -0.0058  -2.8433
H  0.6806  0.1971  -2.6233
H  -1.2489  -2.0207  -1.8645
H  0.5713  -1.9580  -1.4868
H  -0.6583  2.4005  0.3480
H  -0.5798  -0.6874  3.3261

=====

Arrangement c

An isolated molecule of C7H10N2O2. Source: OMol25; level of theory: ωB97M-V with the def2-TZVPD basis set.

Its net charge is 0. As for the molecular weight: 154.169 g mol⁻¹. The LUMO energy (alpha / beta) is -0.8 / -0.2 eV. The gap between HOMO and LUMO (alpha / beta) is 6.64 / 7.27 eV.

Element x y z (Å)
C  3.4216  -0.2370  -0.0688
C  1.2648  0.2425  0.3039
C  1.8453  1.2767  -0.3782
C  -0.7357  1.3330  0.3208
C  -2.2555  1.2704  0.4353
C  -1.1030  -1.7870  -0.7311
C  -0.6181  -1.1329  0.6075
N  3.1362  1.0254  -0.5939
N  -0.0536  0.1829  0.4319
O  4.3900  -0.9056  -0.0562
O  2.1668  -0.7094  0.5327
H  1.4504  2.2254  -0.8562
H  -0.1210  2.1930  0.0360
H  -2.6295  0.3731  -0.1466
H  -2.4751  2.2276  -0.1065
H  -2.7050  1.1229  1.3574
H  -1.6685  -1.0673  -1.3636
H  -0.1856  -2.0133  -1.3032
H  -1.7917  -2.7339  -0.5606
H  -1.4579  -1.0005  1.3439
H  0.1250  -1.8860  0.7955

=====

Quick one: most stable of them? arrangement a

=====

Arrangement a

The ion C8H15N2 with charge +1. Source: OMol25; level of theory: ωB97M-V with the def2-TZVPD basis set.

Its net charge is +1. As for the molecular weight: 139.222 g mol⁻¹. Its spin multiplicity is 3. The LUMO energy (alpha / beta) is -2.6 / -7.5 eV. The gap between HOMO and LUMO (alpha / beta) is 7.23 / 7.00 eV.

Element x y z (Å)
C  -3.4072  -1.0779  -0.3392
C  -3.6601  0.1150  0.3610
C  -2.0441  -1.0152  -0.5199
C  2.7587  -1.0913  -0.6190
C  0.1046  2.1157  -0.2505
C  1.5786  -1.3515  0.3706
C  0.9567  0.0069  0.7854
C  0.1106  0.6751  -0.2423
N  -2.5616  0.8841  0.4234
N  -1.5297  0.1329  -0.0826
H  -4.0001  -1.9364  -0.2749
H  -4.6526  0.4407  0.6573
H  -1.4740  -1.9342  -0.7686
H  3.3969  -0.4006  -0.0593
H  2.4784  -0.6049  -1.6340
H  3.2330  -2.1176  -0.7788
H  -0.9673  2.6204  -0.2622
H  0.6021  2.3895  -1.2128
H  0.6259  2.5602  0.6026
H  0.8513  -2.0301  -0.1259
H  2.0522  -1.7744  1.3014
H  1.7324  0.6789  0.9975
H  0.5686  -0.3040  1.7713
H  0.2970  0.0915  -1.2957
H  -2.3570  1.8477  0.9206

=====

Arrangement b

The ion C8H15N2 with charge +1. Source: OMol25; level of theory: ωB97M-V with the def2-TZVPD basis set.

Its net charge is +1. As for the molecular weight: 139.222 g mol⁻¹. Its spin multiplicity is 3. The LUMO energy (alpha / beta) is -2.7 / -6.8 eV. The gap between HOMO and LUMO (alpha / beta) is 7.53 / 6.04 eV.

Element x y z (Å)
C  -0.6392  0.1321  1.7159
C  -1.7203  0.4846  0.8737
C  0.5440  -0.3442  1.3932
C  2.1484  -2.1735  1.3513
C  2.8004  0.3437  1.0155
C  -2.8965  1.2299  -1.1051
C  -0.6119  0.2393  -2.5650
C  1.7837  -0.7213  1.4330
N  -1.7806  0.6272  -0.3989
N  -0.8215  -0.0534  -1.1691
H  -1.0706  0.1255  2.7438
H  -2.4346  1.0627  1.3872
H  2.9074  -2.5057  0.5293
H  1.1108  -2.7230  1.3137
H  2.5687  -2.3781  2.3186
H  3.4758  0.8137  1.8077
H  2.3399  1.1899  0.5552
H  3.6117  -0.0005  0.2328
H  -3.3122  0.4840  -1.7458
H  -3.6120  1.7096  -0.5221
H  -2.4157  2.0686  -1.7319
H  -1.3557  -0.2617  -3.2774
H  -0.8138  1.3312  -2.6339
H  0.4996  0.0352  -2.8431
H  -0.3058  -0.7157  -0.6789

=====

Quick one: most stable of them? arrangement b

=====

Arrangement a

A cluster of 5 separate species, C20H35N5 in total. Source: OMol25; level of theory: ωB97M-V with the def2-TZVPD basis set.

Its net charge is 0. As for the molecular weight: 345.535 g mol⁻¹. The LUMO energy is 0.3 eV. The gap between HOMO and LUMO is 11.56 eV.

Element x y z (Å)
C  -3.1205  6.6409  -18.5945
C  -3.1238  7.5049  -17.3137
C  -4.6371  8.1074  -17.0293
C  -5.2593  8.8751  -18.1287
N  -5.7898  9.4883  -18.9832
H  -3.3676  7.2983  -19.4280
H  -3.7457  5.7480  -18.6019
H  -2.0801  6.3324  -18.6967
H  -2.4334  8.2932  -17.6140
H  -2.6881  6.9513  -16.4820
H  -4.5908  8.7603  -16.1578
H  -5.4273  7.4051  -16.7640
C  -14.5353  0.7968  -18.3705
C  -13.4054  0.8687  -19.3705
C  -12.6782  -0.4978  -19.5807
C  -13.6026  -1.5374  -20.1843
N  -14.3587  -2.3080  -20.6586
H  -14.5920  1.7491  -17.8432
H  -14.2874  0.1989  -17.4935
H  -15.4956  0.5362  -18.8156
H  -12.6771  1.5736  -18.9696
H  -13.7435  1.3432  -20.2917
H  -12.1457  -0.9283  -18.7326
H  -11.7541  -0.4224  -20.1538
C  -10.5821  10.1359  -8.7704
C  -9.6874  11.0336  -7.8637
C  -8.1701  10.8139  -8.1731
C  -7.7341  9.4098  -8.1701
N  -7.4694  8.2564  -8.1526
H  -11.6093  10.4754  -8.6373
H  -10.6345  9.0634  -8.5828
H  -10.3712  10.3960  -9.8077
H  -9.8338  10.6580  -6.8510
H  -9.9460  12.0923  -7.8428
H  -7.5784  11.4121  -7.4801
H  -7.8745  11.2731  -9.1164
C  -14.5739  8.4300  -14.5944
C  -14.2078  8.8357  -15.9893
C  -12.8934  8.2472  -16.4429
C  -11.7811  8.4022  -15.5256
N  -10.8984  8.5275  -14.7986
H  -13.7390  8.5626  -13.9063
H  -14.9084  7.3927  -14.5806
H  -15.2940  9.0959  -14.1190
H  -14.0090  9.9065  -15.9443
H  -15.0243  8.6083  -16.6746
H  -12.4745  8.3896  -17.4391
H  -13.1740  7.1973  -16.3581
C  -11.3084  14.0873  -21.9337
C  -11.9022  12.8182  -22.4590
C  -10.9793  11.7648  -23.2003
C  -10.2475  12.2888  -24.3933
N  -9.7252  12.7018  -25.3722
H  -10.4260  14.0655  -21.2942
H  -12.0267  14.5592  -21.2632
H  -11.2388  14.8266  -22.7316
H  -12.8754  13.1185  -22.8475
H  -12.1725  12.2364  -21.5778
H  -11.6584  10.9827  -23.5398
H  -10.1813  11.3062  -22.6164

=====

Arrangement b

A cluster of 5 separate species, C20H35N5 in total. Source: OMol25; level of theory: ωB97M-V with the def2-TZVPD basis set.

Its net charge is 0. As for the molecular weight: 345.535 g mol⁻¹. The LUMO energy is 0.3 eV. The gap between HOMO and LUMO is 11.34 eV.

Element x y z (Å)
C  27.6656  12.1813  17.9504
C  26.6424  12.6249  16.9186
C  25.3761  11.7795  16.9862
C  25.5554  10.4424  16.4207
N  25.6995  9.4013  15.9624
H  28.5710  12.7817  17.8816
H  27.9606  11.1419  17.7704
H  27.2616  12.2116  18.9644
H  27.1073  12.5173  15.9357
H  26.4011  13.6774  17.0602
H  24.5402  12.2503  16.4579
H  25.0161  11.7117  18.0162
C  20.6661  10.2666  17.8570
C  21.2992  11.4612  17.1416
C  20.6301  12.8122  17.5124
C  21.6120  13.8893  17.5903
N  22.4152  14.7028  17.6733
H  21.2932  9.3829  17.7435
H  19.6980  10.0109  17.4186
H  20.5289  10.4742  18.9172
H  21.2445  11.3294  16.0591
H  22.3611  11.5143  17.3797
H  20.1590  12.7415  18.4936
H  19.8767  13.0756  16.7721
C  29.9181  13.6481  24.9289
C  29.3312  14.9468  24.3891
C  30.2030  16.1818  24.6280
C  31.2691  16.2840  23.6256
N  32.0997  16.3250  22.8340
H  30.4135  13.0568  24.1566
H  29.1428  13.0053  25.3482
H  30.6560  13.8306  25.7114
H  28.3737  15.1388  24.8820
H  29.0834  14.8769  23.3298
H  30.6790  16.1447  25.6093
H  29.5965  17.0870  24.5910
C  25.2354  13.9383  29.2942
C  25.5970  14.5620  27.9501
C  25.7290  16.0888  28.0147
C  26.1635  16.6495  26.7219
N  26.5216  17.0829  25.7223
H  24.4918  14.5210  29.8372
H  26.1361  13.8819  29.9070
H  24.8438  12.9336  29.1527
H  24.8592  14.3355  27.1732
H  26.5239  14.1256  27.5695
H  26.4837  16.4265  28.7305
H  24.7705  16.5444  28.2634
C  25.2071  14.6439  23.6072
C  25.0708  13.8542  22.3186
C  23.6214  13.4673  22.0537
C  23.4805  12.7257  20.7917
N  23.3661  12.1675  19.7991
H  24.7699  14.1477  24.4753
H  24.7200  15.6107  23.4644
H  26.2447  14.8583  23.8628
H  25.6776  12.9427  22.2887
H  25.4549  14.4289  21.4714
H  22.9869  14.3505  21.9759
H  23.2715  12.8073  22.8488

=====

Quick one: most stable of them? arrangement b